## 1
{
  "formula": "C5H13NO3",
  "method": "ωB97M-V with the def2-TZVPD basis set",
  "total_charge": 0,
  "orbital_gap_ev": 8.97,
  "symbols": ["C", "C", "C", "O", "H", "H", "H", "H", "H", "H", "H", "H", "C", "N", "C", "O", "O", "H", "H", "H", "H", "H"],
  "xyz": [[-1.9788, 0.4291, 0.1450], [0.3530, 2.1189, 0.3196], [-2.1686, -0.1243, -1.1053], [0.0303, 0.7896, 0.5965], [-2.0055, -0.1866, 1.0331], [-2.1712, 1.4791, 0.3157], [1.3639, 2.3611, 0.6785], [0.3134, 2.3448, -0.7615], [-0.3346, 2.8101, 0.8293], [-2.5258, 0.5017, -1.9156], [-0.6475, -0.1848, -1.5752], [-2.4197, -1.1777, -1.1852], [1.2607, -1.8499, 1.3919], [0.7588, -1.6304, 0.0364], [1.0259, -0.4617, -0.5987], [2.2821, -0.0293, -0.4395], [0.4434, -0.1844, -1.7293], [2.4311, 0.6800, -1.0782], [-0.1870, -1.9426, -0.1281], [2.3476, -1.8003, 1.3854], [0.9598, -2.8470, 1.7088], [0.8686, -1.0953, 2.0764]],
  "mulliken_charge": [-0.046, -0.821, -1.014, -0.469, 0.184, 0.272, 0.239, 0.333, 0.310, 0.362, 0.274, 0.340, -0.915, -0.154, 0.488, -0.502, -0.599, 0.418, 0.344, 0.265, 0.384, 0.306]
}


## 2
{
  "formula": "C5H13NO3",
  "method": "ωB97M-V with the def2-TZVPD basis set",
  "total_charge": 0,
  "orbital_gap_ev": 10.07,
  "smiles": "CN(C)C(=O)CCO.O",
  "symbols": ["C", "C", "O", "C", "N", "C", "C", "O", "H", "H", "H", "H", "H", "H", "H", "H", "H", "H", "H", "H", "H", "O"],
  "xyz": [[0.6978, -1.1642, -0.5062], [2.1830, -1.3047, -0.2622], [2.5241, -2.4915, 0.4345], [0.0470, -0.4322, 0.6637], [-0.9851, 0.4092, 0.3637], [-1.6297, 1.0037, 1.5515], [-1.8578, 0.2171, -0.7965], [0.5014, -0.5252, 1.7900], [0.2658, -2.1706, -0.5261], [0.4805, -0.7494, -1.4770], [2.7004, -1.3665, -1.2086], [2.5470, -0.4539, 0.3108], [1.8895, -2.6171, 1.1483], [-2.5629, 1.4712, 1.3029], [-1.7696, 0.2535, 2.3375], [-0.9279, 1.6976, 2.0089], [-2.9063, 0.2826, -0.4998], [-1.6457, -0.7166, -1.2901], [-1.7520, 1.0715, -1.4528], [0.2610, 3.1171, -1.5628], [1.1476, 2.1492, -0.7284], [0.7919, 2.3192, -1.6013]],
  "mulliken_charge": [-0.702, -0.534, -0.561, 0.501, 0.195, -1.005, -1.072, -0.654, 0.369, 0.465, 0.323, 0.263, 0.328, 0.416, 0.302, 0.306, 0.383, 0.424, 0.267, 0.307, 0.304, -0.625]
}


Last place for stability: 1


## 1
{
  "formula": "C3H8O2S2",
  "method": "ωB97M-V with the def2-TZVPD basis set",
  "total_charge": 0,
  "orbital_gap_ev": [7.88, 7.82],
  "symbols": ["C", "C", "C", "O", "O", "S", "S", "H", "H", "H", "H", "H", "H", "H", "H"],
  "xyz": [[1.7388, -1.0474, -0.3811], [-0.3060, 0.6578, 0.4136], [-1.5002, 0.2351, -0.4639], [-1.8430, -1.0236, -0.1542], [-2.5259, 1.1977, -0.3542], [3.2017, -0.0826, -0.0810], [0.4447, 2.1520, -0.0680], [1.2045, -0.9713, -1.3355], [1.7320, -1.7785, 0.5013], [-0.2510, 0.4717, 1.4044], [-1.1890, 0.2613, -1.5111], [-2.0173, -1.2220, 0.8755], [-3.0762, 1.2605, -1.2076], [3.5448, 0.1871, -1.4199], [1.6575, 1.8712, 0.6245]],
  "mulliken_charge": [-0.609, -0.463, -0.004, -0.529, -0.544, -0.200, -0.173, 0.376, 0.292, 0.523, 0.344, 0.370, 0.352, 0.159, 0.106]
}


## 2
{
  "formula": "C3H8O2S2",
  "method": "ωB97M-V with the def2-TZVPD basis set",
  "total_charge": 0,
  "orbital_gap_ev": [6.16, 6.16],
  "symbols": ["C", "C", "C", "O", "O", "S", "S", "H", "H", "H", "H", "H", "H", "H", "H"],
  "xyz": [[1.6505, -0.5057, -1.1387], [-2.3580, -1.1040, 1.0173], [2.4747, 1.3638, 0.4431], [-0.8450, 0.5347, -0.6276], [-3.2309, 1.1681, 0.0058], [1.0927, 0.4045, 0.3789], [-2.4052, 0.1093, -0.5160], [2.6725, -0.3113, -1.3307], [0.9487, -0.1623, -2.0014], [1.6439, -1.6194, -0.8082], [-3.5051, -1.1077, 1.2903], [-1.9162, -0.5223, 1.7018], [-1.9923, -1.9701, 0.6053], [2.6186, 2.1018, 1.3175], [3.1511, 1.6204, -0.3376]],
  "mulliken_charge": [-0.760, -0.982, -0.450, -0.597, -0.543, 0.423, 0.534, 0.406, 0.261, 0.279, 0.317, 0.288, 0.333, 0.211, 0.279]
}


Last place for stability: 2


## 1
{
  "formula": "C14H18N2O4",
  "method": "ωB97M-V with the def2-TZVPD basis set",
  "total_charge": 0,
  "orbital_gap_ev": 8.90,
  "smiles": "O=C(O)[C@H](Cc1ccc(O)cc1)NC(=O)[C@@H]1CCCN1",
  "symbols": ["C", "C", "C", "C", "C", "C", "C", "C", "C", "C", "C", "C", "C", "C", "H", "H", "H", "H", "H", "H", "H", "H", "H", "H", "H", "H", "H", "H", "H", "H", "H", "H", "N", "N", "O", "O", "O", "O"],
  "xyz": [[3.2781, -0.5285, -0.8931], [1.7430, -0.6455, -0.7369], [4.0432, -1.3932, 0.1485], [5.0100, -0.5109, 0.8462], [4.2705, 0.8280, 0.7907], [-0.3906, 0.5923, -0.6795], [-0.9399, 2.0456, -0.7005], [-1.1008, -0.2212, 0.4387], [-2.6306, -0.2794, 0.2675], [-3.2851, -1.4014, -0.2380], [-3.4233, 0.7663, 0.6970], [-4.6549, -1.4918, -0.3627], [-4.8402, 0.6810, 0.6126], [-5.4522, -0.4367, 0.0542], [4.4042, 1.2194, -1.2272], [3.5096, -0.8286, -1.9333], [4.4409, -2.3252, -0.2630], [3.3063, -1.7657, 0.8988], [5.9453, -0.5160, 0.2465], [5.2877, -0.7822, 1.9106], [4.9066, 1.7327, 0.9798], [3.4439, 0.8119, 1.5634], [1.6458, 1.3652, -0.5598], [-0.6304, 0.0640, -1.6082], [-0.8468, 0.2698, 1.3669], [-0.6694, -1.1751, 0.4023], [-2.6364, -2.2111, -0.5896], [-2.9528, 1.6779, 1.1071], [-5.1373, -2.3654, -0.8482], [-5.5620, 1.4256, 0.9618], [-7.1223, -1.2709, -0.3651], [0.1748, 2.2486, 0.8620], [3.6878, 0.8345, -0.6083], [1.0553, 0.5156, -0.5170], [1.1744, -1.7084, -0.8173], [-1.8136, 2.4206, -1.4488], [-6.8102, -0.4152, -0.0520], [-0.4282, 2.7735, 0.2941]],
  "mulliken_charge": [0.504, -0.220, -0.875, -0.481, -0.596, -0.050, 0.387, -1.302, 0.185, -0.350, -0.096, -0.642, -0.862, 0.938, 0.300, 0.392, 0.405, 0.287, 0.256, 0.321, 0.394, 0.187, 0.451, 0.341, 0.293, 0.784, 0.365, 0.321, 0.221, 0.360, 0.280, 0.417, -0.531, -0.122, -0.665, -0.549, -0.543, -0.502]
}


## 2
{
  "formula": "C14H18N2O4",
  "method": "ωB97M-V with the def2-TZVPD basis set",
  "total_charge": 0,
  "orbital_gap_ev": 9.24,
  "smiles": "COCCNC(=O)[C@H]1CC(c2cccc(OC)c2)=NO1",
  "symbols": ["C", "H", "O", "C", "C", "N", "C", "O", "C", "C", "C", "N", "O", "C", "C", "C", "C", "C", "C", "H", "O", "C", "H", "H", "H", "H", "H", "H", "H", "H", "H", "H", "H", "H", "H", "H", "H", "H"],
  "xyz": [[1.9598, 3.0184, 0.6520], [2.5494, 3.8295, 1.0979], [2.6858, 1.8191, 0.6199], [3.8653, 1.9012, -0.1422], [4.5244, 0.5221, -0.1576], [3.6364, -0.4587, -0.7283], [3.0690, -1.4275, 0.0087], [3.4079, -1.7433, 1.1286], [1.9346, -2.1725, -0.7196], [0.7172, -2.3287, 0.1988], [-0.2580, -1.4101, -0.5019], [0.1985, -0.9519, -1.6010], [1.4610, -1.4138, -1.8470], [-1.5832, -1.0878, -0.0093], [-2.0530, -1.6314, 1.1887], [-3.3206, -1.3127, 1.6308], [-4.1393, -0.4594, 0.9081], [-3.6791, 0.0894, -0.2861], [-2.4015, -0.2304, -0.7368], [-2.0458, 0.1911, -1.6620], [-4.3911, 0.9372, -1.0773], [-5.6923, 1.2970, -0.6820], [-6.3512, 0.4246, -0.6217], [-6.0589, 1.9701, -1.4553], [-5.6916, 1.8197, 0.2802], [-5.1245, -0.2328, 1.2837], [-3.6861, -1.7318, 2.5568], [-1.4325, -2.2959, 1.7684], [0.3354, -3.3503, 0.2356], [0.9533, -2.0010, 1.2121], [2.3253, -3.1230, -1.0959], [3.1854, -0.2323, -1.6054], [4.7321, 0.1980, 0.8646], [5.4562, 0.5674, -0.7299], [3.6278, 2.2165, -1.1725], [4.5574, 2.6406, 0.2906], [1.6480, 3.3225, -0.3554], [1.0787, 2.8310, 1.2618]],
  "mulliken_charge": [-0.776, 0.306, -0.225, -0.500, -0.869, -0.131, 0.247, -0.666, 0.331, -0.947, 0.565, -0.481, -0.424, 0.634, -0.742, -0.919, -0.457, 0.646, -0.477, 0.544, -0.406, -0.857, 0.348, 0.245, 0.346, 0.404, 0.372, 0.393, 0.469, 0.392, 0.335, 0.285, 0.362, 0.335, 0.371, 0.398, 0.322, 0.227]
}


Last place for stability: 2


## 1
{
  "formula": "H5NO",
  "method": "ωB97M-V with the def2-TZVPD basis set",
  "total_charge": 0,
  "orbital_gap_ev": 10.04,
  "smiles": "N.O",
  "symbols": ["H", "H", "H", "H", "H", "N", "O"],
  "xyz": [[-2.0147, -0.4013, 0.6129], [-0.9951, -0.5264, -0.8880], [-0.8099, 0.7523, 0.1028], [1.7442, -0.6441, 0.4824], [2.0571, 0.7528, 0.0456], [-1.5077, 0.0848, -0.1604], [1.5261, -0.0181, -0.1953]],
  "mulliken_charge": [0.201, 0.230, 0.243, 0.322, 0.316, -0.660, -0.652]
}


## 2
{
  "formula": "H5NO",
  "method": "ωB97M-V with the def2-TZVPD basis set",
  "total_charge": 0,
  "orbital_gap_ev": 11.28,
  "smiles": "N.O",
  "symbols": ["N", "H", "H", "H", "H", "H", "O"],
  "xyz": [[-1.1442, -0.5868, 0.2959], [-1.6938, -0.0572, 0.9646], [-1.7513, -0.7507, -0.5000], [-0.9642, -1.4984, 0.7120], [1.9065, 0.3038, 0.1746], [0.4460, 0.2268, -0.2078], [1.2825, 0.7382, -0.4020]],
  "mulliken_charge": [-0.817, 0.244, 0.245, 0.258, 0.305, 0.463, -0.699]
}


Last place for stability: 1


## 1
{
  "formula": "Cl2HNOS",
  "method": "ωB97M-V with the def2-TZVPD basis set",
  "total_charge": 0,
  "orbital_gap_ev": [8.20, 5.93],
  "symbols": ["N", "O", "S", "Cl", "Cl", "H"],
  "xyz": [[0.2962, -0.7977, 1.2228], [0.2722, 1.6679, 1.3013], [0.1639, 0.5158, 0.4641], [0.7724, -0.3689, -3.1102], [-1.6975, 0.6540, -0.6130], [0.1929, -1.6712, 0.7350]],
  "mulliken_charge": [-0.383, -0.429, 0.700, -0.004, -0.180, 0.295]
}


## 2
{
  "formula": "Cl2HNOS",
  "method": "ωB97M-V with the def2-TZVPD basis set",
  "total_charge": 0,
  "orbital_gap_ev": [6.12, 8.83],
  "symbols": ["N", "O", "S", "Cl", "Cl", "H"],
  "xyz": [[-2.2148, -0.2864, -0.6661], [0.0447, 1.3260, -0.0556], [-1.1769, 1.7297, -0.6702], [-2.0481, -1.9897, -0.5584], [-2.5910, 2.4205, 0.7601], [-3.1894, -0.1532, -0.2471]],
  "mulliken_charge": [-0.307, -0.346, 0.581, -0.041, -0.193, 0.306]
}


Last place for stability: 2


## 1
{
  "formula": "H29O15",
  "method": "ωB97M-V with the def2-TZVPD basis set",
  "total_charge": -1,
  "orbital_gap_ev": 9.64,
  "symbols": ["O", "H", "H", "O", "H", "H", "O", "H", "H", "O", "H", "H", "O", "H", "H", "O", "H", "H", "O", "H", "H", "O", "H", "H", "O", "H", "H", "O", "H", "O", "H", "H", "O", "H", "H", "O", "H", "H", "O", "H", "H", "O", "H", "H"],
  "xyz": [[-4.1177, -0.8525, -0.6513], [-4.6578, -1.2055, -1.3629], [-2.0724, -2.8900, -2.9263], [2.9798, -0.4266, -3.2711], [2.2810, 0.0290, -2.7935], [2.9873, -1.3607, -3.0625], [-2.2006, -3.5769, -2.2633], [-1.4686, -3.4994, -1.6357], [0.1442, 0.9767, 1.2701], [1.0860, 2.0533, -1.0406], [0.2377, 1.6075, -0.9278], [1.1971, 2.5182, -0.1909], [-2.5873, 1.4144, 0.1942], [-2.3205, 0.6407, 0.6843], [-3.4228, 1.2860, -0.2590], [3.2741, -2.7988, 2.9532], [2.6354, -2.0456, 2.8747], [4.0347, -2.2796, 2.6584], [0.0825, 5.0036, -0.3696], [0.5697, 4.8661, -1.2137], [-0.7177, 4.5564, -0.6797], [-0.4172, -0.8081, -2.0257], [-0.1899, -0.5432, -0.9874], [-3.3260, -1.3803, -0.4944], [-0.7851, 1.5045, -3.3230], [0.0915, 1.3226, -3.6912], [-0.8440, 0.5959, -2.8578], [5.0208, 1.2905, 0.8880], [4.8175, 0.6254, 1.5567], [0.3068, -3.1094, -0.4726], [0.0831, -2.1461, -0.4273], [1.0337, -3.1790, 0.1525], [-3.6901, -0.0991, 3.8925], [-3.1888, 0.5087, 3.3309], [-3.0916, -0.2715, 4.6263], [-0.2397, -0.5518, 0.4402], [-1.0789, -0.6191, 0.9093], [-1.3535, -1.0477, -1.9622], [0.5858, 1.6773, 1.7999], [-0.0846, 2.3058, 2.0833], [4.3087, 1.9564, 0.9268], [1.3436, -0.7487, 2.9349], [2.0531, -0.2869, 2.4791], [0.7008, -1.0122, 2.2340]],
  "mulliken_charge": [-0.624, 0.284, 0.325, -0.667, 0.355, 0.302, -0.653, 0.365, 0.383, -0.526, 0.228, 0.353, -0.524, 0.174, 0.285, -0.655, 0.439, 0.280, -0.660, 0.327, 0.317, -0.761, 0.610, 0.337, -0.712, 0.311, 0.372, -0.635, 0.302, -0.750, 0.367, 0.254, -0.639, 0.319, 0.321, -1.059, 0.158, 0.181, -0.611, 0.284, 0.331, -0.744, 0.259, 0.397]
}


## 2
{
  "formula": "H29O15",
  "method": "ωB97M-V with the def2-TZVPD basis set",
  "total_charge": -1,
  "orbital_gap_ev": 9.47,
  "symbols": ["O", "H", "H", "O", "H", "H", "O", "H", "H", "O", "H", "H", "O", "H", "H", "O", "H", "H", "O", "H", "H", "O", "H", "H", "O", "H", "H", "O", "H", "O", "H", "H", "O", "H", "H", "O", "H", "H", "O", "H", "H", "O", "H", "H"],
  "xyz": [[4.1706, 1.3207, 1.2495], [3.4870, 0.7354, 1.3550], [2.1995, -0.5953, -1.3091], [-1.0023, 3.1852, -4.3098], [-1.5734, 3.7753, -3.7849], [-0.5625, 2.6845, -3.8252], [2.1226, -1.1185, -2.1546], [1.3170, -1.2892, -2.4829], [0.1721, -0.7454, 0.0002], [-0.8450, -3.0175, 2.4023], [-0.2397, -3.6594, 2.3789], [-0.3898, -2.7851, 1.3207], [2.6426, -0.9891, 1.3327], [1.7581, -1.6852, 1.4737], [2.3725, -0.5681, 0.5823], [-2.3019, 1.4749, 0.3462], [-2.5819, 0.7138, 0.8747], [-1.3697, 1.5957, 0.2733], [1.5247, -4.6523, -1.0244], [1.7416, -4.4820, -1.9759], [2.2680, -4.4463, -0.4190], [-0.3138, 0.4684, -2.6880], [-0.5849, 0.7820, -1.8579], [4.7144, 1.1738, 1.9789], [-1.3979, -2.0091, -1.3888], [-0.7836, -2.5609, -0.8519], [-1.9201, -1.6026, -0.7506], [-4.2696, -0.0547, 2.8434], [-4.4116, 0.5920, 3.5865], [-1.0680, 4.0776, -1.8641], [-1.6867, 3.4481, -1.6506], [-0.1482, 3.6329, -1.7650], [-0.0460, -0.1363, 2.8079], [0.7181, -0.3771, 3.0933], [-0.5841, -0.7510, 2.4576], [0.0601, 0.2365, -0.1457], [0.6531, 0.4996, 0.5014], [-0.5602, -0.3895, -2.7811], [0.7217, -2.3005, 0.3899], [1.0461, -3.0198, -0.1580], [-3.2363, -0.2145, 2.9818], [-0.3091, 4.5068, 1.2003], [-0.4178, 4.4395, 0.2448], [-1.0859, 4.1065, 1.5121]],
  "mulliken_charge": [-0.608, 0.379, 0.369, -0.573, 0.345, 0.240, -0.607, 0.263, -0.063, -0.727, 0.236, 0.423, -0.808, 0.356, 0.185, -0.605, 0.249, 0.306, -0.690, 0.320, 0.332, -0.637, 0.295, 0.271, -0.646, 0.288, 0.290, -0.656, 0.326, -0.753, 0.376, 0.349, -0.535, 0.266, 0.264, -0.207, 0.315, 0.253, -0.604, 0.092, 0.328, -0.642, 0.339, 0.304]
}


Last place for stability: 2


## 1
{
  "formula": "C2H5NO",
  "method": "ωB97M-V with the def2-TZVPD basis set",
  "total_charge": 0,
  "orbital_gap_ev": 9.12,
  "symbols": ["C", "N", "C", "O", "H", "H", "H", "H", "H"],
  "xyz": [[-1.2457, 0.1302, 0.2055], [0.7505, 0.5982, -0.7707], [1.4992, -0.2429, -0.1045], [1.4391, -1.1475, 0.6976], [-0.7272, -0.2415, 1.0858], [-1.6698, 1.1240, 0.3352], [-1.9679, -0.6009, -0.1668], [-0.5460, 0.2123, -0.7325], [2.4678, 0.1682, -0.5495]],
  "mulliken_charge": [-0.774, -0.448, 0.395, -0.531, 0.244, 0.291, 0.280, 0.272, 0.272]
}


## 2
{
  "formula": "C2H5NO",
  "method": "ωB97M-V with the def2-TZVPD basis set",
  "total_charge": 0,
  "orbital_gap_ev": 11.21,
  "smiles": "CN=C=O.[H][H]",
  "symbols": ["C", "C", "O", "N", "H", "H", "H", "H", "H"],
  "xyz": [[-1.2829, -0.2492, -0.0355], [0.5135, 1.2092, 0.1286], [0.9133, 2.2993, 0.2693], [0.1359, 0.0637, -0.0178], [-1.7523, 0.1145, 0.8831], [-1.4142, -1.3269, -0.1079], [-1.7534, 0.2342, -0.8963], [2.7255, -0.9758, -0.1330], [2.0407, -1.2439, -0.0340]],
  "mulliken_charge": [-0.737, 0.670, -0.440, -0.314, 0.297, 0.234, 0.287, 0.064, -0.061]
}


Last place for stability: 1


## 1
{
  "formula": "C2H2ClNO",
  "method": "ωB97M-V with the def2-TZVPD basis set",
  "total_charge": 0,
  "orbital_gap_ev": 8.27,
  "symbols": ["C", "C", "N", "O", "Cl", "H", "H"],
  "xyz": [[2.1949, 0.1191, 0.3148], [-1.6861, -0.3566, -0.5305], [1.0344, 0.1139, 0.1215], [3.3543, 0.2763, 0.3321], [-2.7760, -0.4912, 0.6865], [-2.1731, 0.4185, -1.2793], [0.0516, -0.0799, 0.3549]],
  "mulliken_charge": [0.387, -0.244, -0.195, -0.473, 0.034, 0.152, 0.340]
}


## 2
{
  "formula": "C2H2ClNO",
  "method": "ωB97M-V with the def2-TZVPD basis set",
  "total_charge": 0,
  "orbital_gap_ev": [7.48, 7.52],
  "smiles": "C#CN=O.Cl",
  "symbols": ["C", "C", "N", "O", "Cl", "H", "H"],
  "xyz": [[0.8192, 2.0767, -1.5074], [0.1189, 1.0733, -1.2531], [-0.6170, 0.0933, -1.1395], [-1.7917, -0.1182, -1.1135], [0.4638, -2.6298, 3.6941], [1.7320, 2.4028, -1.9100], [-0.7251, -2.8981, 3.2294]],
  "mulliken_charge": [-0.668, 0.607, 0.109, -0.357, -0.250, 0.310, 0.250]
}


Last place for stability: 2